Entry from OMol25: a molecular structure, C33H73AlBN4O3 (wB97M-V/def2-TZVPD).

Structure (XYZ):
```
115
Properties=species:S:1:pos:R:3:forces:R:3:mulliken_charge:R:1
H -3.629543 -4.535850 5.298565 0.0 0.0 0.0 0.22
C 0.237302 -1.886871 1.123879 -0.5 0.2 -0.1 0.40
H 0.746807 -2.506767 5.714558 0.0 0.0 0.0 0.41
C 0.974219 -1.712897 2.426664 0.0 0.0 0.2 0.20
H 0.927439 4.291497 -3.719629 0.1 0.0 0.0 0.30
O -1.165971 -3.359724 -2.827819 0.1 0.0 0.0 -0.66
H 0.792820 4.898539 -9.316187 0.0 0.0 0.0 0.37
C 1.862900 3.154005 9.408164 0.0 0.0 0.0 -0.98
C 0.645083 4.574985 -10.349407 -0.1 0.0 0.1 -0.74
C 4.009887 1.349954 11.230040 0.0 0.0 0.0 -0.98
C 3.339724 2.810388 -10.273546 0.0 0.0 0.1 -0.92
C 0.038917 3.165316 -10.357723 0.0 0.0 0.1 -0.95
H 3.809214 -0.322878 3.659134 0.0 0.0 0.0 0.38
N -5.679382 -4.680799 4.710310 0.0 0.0 0.0 0.11
H -0.009126 1.757306 -2.291329 0.1 0.0 0.0 0.21
C 0.788498 -0.075277 8.307095 0.0 -0.1 0.0 -1.29
H 1.149415 3.766664 -5.826754 0.0 0.0 0.0 0.22
H 2.860627 4.748292 -12.869503 0.0 0.0 0.0 0.45
H -6.600431 -6.012847 3.430650 0.0 0.0 0.0 0.36
C 2.082572 0.200199 -2.392096 0.0 -0.1 0.0 -1.23
C 0.641212 1.651376 -5.563515 -0.1 -0.1 -0.1 -0.94
N 2.981371 0.902319 8.926204 0.0 0.0 0.1 0.19
H -4.415771 -6.923104 2.412676 0.0 0.0 0.0 0.38
N 1.901493 4.780424 -11.052606 0.0 0.0 0.0 0.08
H -1.492704 -0.147947 -1.150389 0.0 0.0 0.0 0.01
C 3.097612 4.321819 -10.367075 0.1 0.0 0.0 -0.68
C 2.358107 -1.396701 4.827747 0.1 0.0 -0.1 -0.43
H 2.900971 -1.271162 5.757488 0.0 0.0 0.0 0.52
H 3.952830 4.778628 -10.875559 0.0 0.0 0.0 0.40
H 1.485677 2.753666 -7.222180 0.0 0.0 0.0 0.03
H -4.715086 -7.449463 4.066533 0.0 0.0 0.0 0.30
H 4.963516 1.348042 9.297046 0.0 0.0 0.0 0.37
Al -2.054391 -3.027775 0.133138 -0.5 0.1 -0.2 0.64
C -5.454434 -6.345161 6.645349 0.0 0.0 0.0 -0.98
H -3.704782 -3.706401 2.940158 0.0 0.0 0.0 0.09
C -4.513270 -6.577762 3.442978 -0.1 0.0 0.0 -0.93
H -1.621458 -4.574266 0.432389 0.2 0.0 0.1 -0.41
H -5.538501 -4.872279 2.655904 0.0 0.0 0.0 0.43
C 2.184172 -1.029960 2.453701 0.0 -0.1 0.0 -0.33
H -3.151126 0.371027 -1.400438 0.0 0.0 0.1 0.41
H 1.412015 0.423395 10.299628 0.0 0.0 0.0 0.26
H -0.200744 4.857644 -12.943786 0.0 0.0 0.0 0.29
H 2.511259 3.589822 10.167573 0.0 0.0 0.0 0.27
C 0.460473 -2.238930 3.609105 0.0 0.1 0.0 -0.22
H -0.409786 1.874744 -5.769485 0.0 0.0 0.0 0.34
H 3.988681 2.438520 11.269681 0.0 0.0 0.0 0.21
H -3.595225 -2.828161 0.638427 0.1 0.1 0.1 -0.27
H 0.868732 6.259758 -13.077229 0.0 0.0 0.0 0.34
C -4.475579 -3.907108 4.972991 0.1 0.0 -0.1 -0.33
H 2.679396 2.336797 -9.548920 0.0 0.0 0.0 0.13
H 3.044773 -0.279705 -2.208568 0.0 0.0 0.0 0.49
H -4.700723 -3.240579 5.811822 0.0 0.0 0.0 0.42
H 3.110928 0.972684 11.718732 0.0 0.0 0.0 0.27
N 0.762240 1.330941 -4.158460 0.1 0.1 0.0 0.51
H 1.207791 -0.431222 7.366073 0.0 0.0 0.0 0.19
C 2.063395 0.800153 -3.788897 0.0 0.0 0.1 -0.45
H 0.042824 -0.796850 8.643385 0.0 0.0 0.0 0.47
C 4.140550 0.826022 9.793389 0.1 0.0 0.0 -0.70
C 1.155624 -2.088809 4.802722 -0.1 0.0 -0.1 -0.57
H 2.302887 0.016948 -4.513917 0.0 0.0 0.0 0.45
H 3.088892 4.745521 -9.359320 0.0 0.0 0.0 0.35
C 1.511390 2.783794 -6.128885 -0.1 0.0 -0.1 -0.49
C -2.260839 0.005051 -1.913165 -0.1 0.0 -0.1 -0.33
C -4.032368 -3.086741 3.772591 0.1 0.0 0.1 -1.27
H 0.905395 4.984258 -14.303605 0.0 0.0 0.0 0.43
H 0.579718 4.026483 -2.015646 0.0 0.0 0.0 0.45
H 3.543671 2.715009 8.122260 0.0 0.0 0.0 0.39
C -2.546239 -1.294740 -2.701895 0.4 0.0 0.2 -0.64
H -0.804104 2.554120 -3.612630 0.0 0.0 0.0 0.53
H -2.134295 -1.212197 -3.712605 -0.1 0.0 -0.1 0.20
H -3.546949 -6.164741 3.733733 0.0 0.0 0.0 0.22
H 0.066446 2.712397 -11.350041 0.0 0.0 0.0 0.30
H -5.904371 -6.525872 7.624706 0.0 0.0 0.0 0.40
H 2.570219 -0.643399 1.518180 0.0 0.0 0.0 0.48
H -4.422811 -6.032066 6.808755 0.0 0.0 0.0 0.27
H 2.554161 2.691415 -5.822843 0.0 0.0 0.0 0.27
B -1.890064 -2.544970 -1.972979 0.1 0.0 0.1 0.33
H 4.363821 2.619420 -9.947234 0.0 0.0 0.0 0.40
H -0.740926 -4.055518 -2.317920 0.0 -0.1 0.0 0.24
H 4.437427 -0.226627 9.837529 0.0 0.0 0.0 0.39
C 1.873648 0.069667 9.362489 -0.1 0.0 0.0 -0.48
H 1.790514 3.372044 -12.658657 0.0 0.0 0.0 0.25
H -0.489553 -2.757287 3.581166 0.0 0.0 0.0 0.48
H 1.304022 -0.553241 -2.272559 0.0 0.0 0.0 0.22
H -4.835922 -2.444112 3.412817 0.0 0.0 0.0 0.33
H 0.267743 0.863282 8.116074 0.0 0.0 0.0 0.29
H -5.441609 -7.295247 6.112376 0.0 0.0 0.0 0.22
H 0.547984 2.496352 -9.666057 0.0 0.0 0.0 0.20
C 1.887915 4.453019 -12.466281 0.0 0.0 0.0 -0.33
O 0.853611 -1.976526 0.072931 0.0 0.0 0.1 -0.64
H -1.911445 0.797918 -2.576990 -0.1 -0.1 0.1 -0.11
H 2.288130 -0.918604 9.580675 0.0 0.0 0.0 0.46
H 4.867916 1.019845 11.819399 0.0 0.0 0.0 0.40
H 1.419146 3.977307 8.845242 0.0 0.0 0.0 0.38
H 2.032739 3.335720 -2.727527 0.0 0.0 0.0 0.24
H 2.023940 2.104735 7.544362 0.0 0.0 0.0 0.36
H -1.007493 3.211432 -10.050696 0.0 0.0 0.0 0.37
H -7.233337 -5.691951 5.619158 0.0 0.0 0.0 0.36
C -6.260232 -5.274115 5.895576 -0.1 0.0 0.1 -0.72
H 0.864460 0.736086 -6.121473 0.0 0.0 0.0 0.46
C -5.626050 -5.524575 3.526223 0.0 0.0 -0.1 -0.78
H 1.944294 0.955189 -1.616895 0.0 0.0 0.0 0.22
C 0.182781 2.282051 -3.228704 0.0 0.1 0.1 -0.72
H -0.088948 5.268941 -10.765311 0.0 0.0 0.0 0.38
C 0.980835 3.556640 -2.915981 0.0 0.0 0.0 -1.36
H 2.869728 1.550903 -3.867322 0.0 0.0 0.0 0.25
H -6.471543 -4.456023 6.592713 0.0 0.0 0.0 0.41
C 2.622411 2.226278 8.449334 0.0 0.1 -0.1 -0.74
H -3.623703 -1.464567 -2.770275 -0.1 0.0 -0.1 0.34
H -3.186666 -2.453060 4.045110 0.0 0.0 0.0 0.43
C 0.797817 5.182973 -13.236387 0.0 0.0 0.0 -1.43
H 3.205150 2.314498 -11.235511 0.0 0.0 0.0 0.30
O -1.063405 -1.908711 1.247982 0.5 -0.5 0.0 -0.64
H 1.050651 2.631278 9.915376 0.0 0.0 0.0 0.25
C 2.870380 -0.863353 3.649758 0.0 0.0 -0.1 -0.71
```
Forces are in eV/Å.

Output
Frontier orbital gap, hartree: 0.23544
LUMO level, eV: 2.20
Total charge: -1